No. 1
# FH2IP2

2 unconnected molecules or ions with the total composition FH2IP2 at a distorted geometry (ωB97M-V/def2-TZVPD, the OMol25 dataset).

Its highest occupied orbital energy is -0.3395 Ha. The relative energy (zero: lowest compared OMol25 entry of this formula, charge and spin) is 51.7 kcal/mol. Its total charge is 0. As for the multiplicity: 1.

```
6
FH2IP2 | the OMol25 dataset | ωB97M-V/def2-TZVPD
F -0.7721 -2.4559 0.0249
P 0.6436 -1.8607 -0.5962
P 1.4204 -0.7558 1.2283
I 3.2481 0.1780 -0.0592
H 0.0502 -0.7932 -1.0844
H 0.0618 0.9232 1.4886
```

No. 2
# FH2N2O2S

2 unconnected molecules or ions with the total composition FH2N2O2S at a distorted geometry (ωB97M-V/def2-TZVPD, the OMol25 dataset).

Its highest occupied orbital energy (alpha / beta) is -0.1273 / -0.1273 Ha. The relative energy (zero: lowest compared OMol25 entry of this formula, charge and spin) is 51.0 kcal/mol. Its total charge is -1. As for the multiplicity: 1.

```
8
FH2N2O2S | the OMol25 dataset | ωB97M-V/def2-TZVPD
N -2.3798 -0.0631 0.1152
N -1.6135 -1.0816 0.2445
O -3.6389 -0.0507 0.3615
O -0.2001 -0.7021 -0.1059
F 2.8501 0.3585 0.5323
S 0.9836 -1.8700 -0.1393
H -1.9138 0.8784 -0.2936
H 2.1927 -0.4213 0.2273
```

Question: Which value of relative energy (zero: lowest compared OMol25 entry of this formula, charge and spin) does entry 2 give?
Answer: 51.0 kcal/mol